(w)
This record from the Open Molecules 2025 dataset describes a 4-piece molecular cluster, C3H14O4 overall. The level of theory is ωB97M-V with the def2-TZVPD basis set.

```
21
C3H14O4, DFT ωB97M-V with the def2-TZVPD basis set
O -8.06 10.25 8.91
H -7.17 10.45 8.62
H -8.02 10.31 9.87
O -3.99 12.61 6.79
H -3.51 13.29 7.26
H -4.13 12.97 5.92
O -2.56 16.87 9.19
H -2.12 17.71 9.21
H -3.09 16.85 9.98
C -2.58 8.89 1.40
C -2.24 10.26 1.06
C -1.13 10.36 -0.07
O -3.39 10.84 0.57
H -3.06 8.90 2.38
H -1.68 8.29 1.41
H -3.19 8.51 0.57
H -1.80 10.81 1.89
H -1.56 10.22 -1.06
H -0.26 9.75 0.18
H -0.69 11.35 -0.01
H -3.71 10.42 -0.23
```

The calculation puts the molar mass at 114.1 g/mol. For the highest occupied orbital energy, the calculation gives -10.04 eV. Its SMILES is CC(C)O.O.O.O. As for the charge: 0. The HOMO-LUMO gap comes out at 10.806 eV. Its multiplicity is 1.

(x)
This record from the Open Molecules 2025 dataset describes a 5-piece molecular cluster, C3H14O4 overall. The level of theory is ωB97M-V with the def2-TZVPD basis set.

```
21
C3H14O4, DFT ωB97M-V with the def2-TZVPD basis set
C -1.25 -0.70 -3.28
C -2.71 -0.42 -3.13
C -3.36 0.66 -3.73
H -0.56 0.15 -3.42
H -0.74 -1.29 -2.52
H -1.23 -1.38 -4.21
H -3.31 -1.07 -2.39
H -4.22 0.50 -4.30
H -2.85 1.65 -3.80
H 0.14 -2.82 5.84
H -0.58 -1.67 5.61
O -0.54 -2.29 6.30
H 1.76 0.18 0.01
H 1.85 -0.20 -1.47
O 2.10 -0.52 -0.58
H 1.70 -3.68 3.65
H 2.31 -2.25 4.08
O 1.52 -2.86 4.07
H 3.58 5.31 1.34
H 3.07 6.66 1.30
O 3.32 6.02 0.65
```

The calculation puts the molar mass at 114.1 g/mol. For the highest occupied orbital energy, the calculation gives -8.56 eV. Its SMILES is C=CC.O.O.O.O. As for the charge: 0. The HOMO-LUMO gap comes out at 8.957 eV. Its multiplicity is 1.

Which structure wins on stability? (w) wins.

(w)
This record from the Open Molecules 2025 dataset describes one molecule with the formula C3H3NO2. The level of theory is ωB97M-V with the def2-TZVPD basis set.

```
9
C3H3NO2, DFT ωB97M-V with the def2-TZVPD basis set
O -1.54 -1.16 0.82
C -1.45 -0.75 -0.30
O -0.57 0.18 -0.73
C 0.35 0.65 0.26
C 1.67 0.75 -0.36
N 2.73 0.83 -0.83
H -2.05 -1.09 -1.16
H 0.03 1.64 0.61
H 0.37 -0.03 1.11
```

The calculation puts the molar mass at 85.1 g/mol. For the highest occupied orbital energy, the calculation gives -11.54 eV. Its SMILES is N#CCOC=O. As for the charge: 0. The HOMO-LUMO gap comes out at 12.197 eV. Its multiplicity is 1.

(x)
This record from the Open Molecules 2025 dataset describes one molecule with the formula C3H3NO2. The level of theory is ωB97M-V with the def2-TZVPD basis set.

```
9
C3H3NO2, DFT ωB97M-V with the def2-TZVPD basis set
O 1.19 -0.98 -0.27
C -0.04 -0.48 0.13
C 0.09 0.99 0.53
O 1.19 1.48 0.62
C -1.07 -0.60 -0.93
N -1.90 -0.68 -1.73
H 1.83 -0.27 -0.09
H -0.44 -1.02 1.01
H -0.84 1.55 0.74
```

The calculation puts the molar mass at 85.1 g/mol. For the highest occupied orbital energy, the calculation gives -11.31 eV. Its SMILES is N#C[C@@H](O)C=O. As for the charge: 0. The HOMO-LUMO gap comes out at 11.409 eV. Its multiplicity is 1.

Which structure wins on stability? (w) wins.

(w)
This record from the Open Molecules 2025 dataset describes one molecule with the formula C3H3NO2. The level of theory is ωB97M-V with the def2-TZVPD basis set.

```
9
C3H3NO2, DFT ωB97M-V with the def2-TZVPD basis set
O -0.24 1.00 -1.86
C -0.24 0.52 -0.52
N -0.30 1.76 -0.17
O 0.09 0.37 2.03
C 0.07 -0.69 1.41
C -0.14 -0.73 -0.01
H 0.69 1.13 -2.10
H 0.24 -1.66 1.92
H -0.17 -1.62 -0.62
```

The calculation puts the molar mass at 85.1 g/mol. For the highest occupied orbital energy, the calculation gives -9.08 eV. As for the charge: 0. The HOMO-LUMO gap comes out at 7.481 eV. Its multiplicity is 1.

(x)
This record from the Open Molecules 2025 dataset describes one molecule with the formula C3H3NO2. The level of theory is ωB97M-V with the def2-TZVPD basis set.

```
9
C3H3NO2, DFT ωB97M-V with the def2-TZVPD basis set
O 2.03 0.18 0.06
C 0.73 -0.11 0.09
N 0.29 -1.34 0.00
O -1.09 -1.23 -0.07
C -1.42 0.07 -0.02
C -0.32 0.84 0.13
H 2.50 -0.63 -0.21
H -2.45 0.31 -0.21
H -0.26 1.92 0.21
```

The calculation puts the molar mass at 85.1 g/mol. For the highest occupied orbital energy, the calculation gives -9.95 eV. Its SMILES is Oc1ccon1. As for the charge: 0. The HOMO-LUMO gap comes out at 10.827 eV. Its multiplicity is 1.

Which structure wins on stability? (x) wins.

(w)
This record from the Open Molecules 2025 dataset describes one molecule with the formula C3H3NO2. The level of theory is ωB97M-V with the def2-TZVPD basis set.

```
9
C3H3NO2, DFT ωB97M-V with the def2-TZVPD basis set
O -0.45 -1.46 0.58
C -0.16 -0.23 0.10
C 1.17 0.28 0.57
O 1.73 1.22 0.06
C -0.84 0.54 -0.89
N -1.00 1.31 -1.79
H -0.69 -2.06 -0.14
H -1.56 0.51 0.21
H 1.75 -0.23 1.35
```

The calculation puts the molar mass at 85.1 g/mol. For the highest occupied orbital energy (spin up / spin down), the calculation gives -9.07 / -9.07 eV. As for the charge: 0. The HOMO-LUMO gap (spin up / spin down) comes out at 7.781 / 7.777 eV. Its multiplicity is 1.

(x)
This record from the Open Molecules 2025 dataset describes a 2-piece molecular cluster, C3H3NO2 overall. The level of theory is ωB97M-V with the def2-TZVPD basis set.

```
9
C3H3NO2, DFT ωB97M-V with the def2-TZVPD basis set
O 1.52 0.07 0.53
C 0.19 -0.15 0.33
C -0.57 0.99 -0.28
O 0.05 1.97 -0.62
C -0.16 -1.40 -0.29
N -0.50 -2.40 -0.75
H 1.68 0.91 0.05
H -0.55 -0.87 1.45
H -1.66 0.88 -0.42
```

The calculation puts the molar mass at 85.1 g/mol. For the highest occupied orbital energy, the calculation gives -10.79 eV. As for the charge: 0. The HOMO-LUMO gap comes out at 10.195 eV. Its multiplicity is 1.

Which structure wins on stability? (x) wins.

(w)
This record from the Open Molecules 2025 dataset describes one molecule with the formula C3HNO2. The level of theory is ωB97M-V with the def2-TZVPD basis set.

```
7
C3HNO2, DFT ωB97M-V with the def2-TZVPD basis set
C -0.28 0.91 0.42
C -0.64 0.21 -0.65
C -0.28 -0.97 -1.03
N 1.43 -0.44 0.79
O -0.16 -2.00 -1.59
O 0.69 0.52 1.18
H -0.75 1.78 0.87
```

The calculation puts the molar mass at 83.0 g/mol. For the highest occupied orbital energy (spin up / spin down), the calculation gives -9.76 / -9.80 eV. As for the charge: 0. The HOMO-LUMO gap (spin up / spin down) comes out at 7.985 / 8.201 eV. Its multiplicity is 1.

(x)
This record from the Open Molecules 2025 dataset describes one molecule with the formula C3HNO2. The level of theory is ωB97M-V with the def2-TZVPD basis set.

```
7
C3HNO2, DFT ωB97M-V with the def2-TZVPD basis set
O -1.71 -1.65 -0.59
C -1.28 -0.59 -0.29
C 0.25 0.21 0.08
O -0.18 1.33 0.29
C 1.72 0.11 0.23
N 2.87 0.13 0.37
H -1.66 0.45 -0.10
```

The calculation puts the molar mass at 83.0 g/mol. For the highest occupied orbital energy, the calculation gives -11.06 eV. Its SMILES is N#CC(=O)C=O. As for the charge: 0. The HOMO-LUMO gap comes out at 9.731 eV. Its multiplicity is 1.

(y)
This record from the Open Molecules 2025 dataset describes one molecule with the formula C3HNO2. The level of theory is ωB97M-V with the def2-TZVPD basis set.

```
7
C3HNO2, DFT ωB97M-V with the def2-TZVPD basis set
O 1.68 0.50 -0.83
C 0.86 0.75 0.01
C -0.12 -0.35 0.46
O -0.01 -0.87 1.54
C -1.17 -0.75 -0.50
N -2.03 -1.00 -1.23
H 0.80 1.71 0.55
```

The calculation puts the molar mass at 83.0 g/mol. For the highest occupied orbital energy, the calculation gives -11.00 eV. Its SMILES is N#CC(=O)C=O. As for the charge: 0. The HOMO-LUMO gap comes out at 9.656 eV. Its multiplicity is 1.

Which structure wins on stability? (y) wins.

(w)
This record from the Open Molecules 2025 dataset describes a 2-piece molecular cluster, C3HNO2 overall. The level of theory is ωB97M-V with the def2-TZVPD basis set.

```
7
C3HNO2, DFT ωB97M-V with the def2-TZVPD basis set
C -0.04 -0.82 0.05
C 4.15 -0.50 -0.08
C 4.05 0.79 0.08
N 0.00 -0.13 0.95
O 4.11 -1.66 -0.39
O 4.01 1.98 0.08
H -0.06 -1.55 -0.65
```

The calculation puts the molar mass at 83.0 g/mol. For the highest occupied orbital energy (spin up / spin down), the calculation gives -9.13 / -9.13 eV. Its SMILES is O=C=C=O.C#N. As for the charge: 0. The HOMO-LUMO gap (spin up / spin down) comes out at 7.394 / 7.408 eV. Its multiplicity is 1.

(x)
This record from the Open Molecules 2025 dataset describes one molecule with the formula C3HNO2. The level of theory is ωB97M-V with the def2-TZVPD basis set.

```
7
C3HNO2, DFT ωB97M-V with the def2-TZVPD basis set
O -1.61 -0.64 -0.49
C -0.83 -0.17 0.44
C 0.30 0.64 -0.04
O 0.18 1.81 -0.32
C 1.61 -0.03 0.11
N 2.62 -0.58 0.20
H -2.27 -1.04 0.10
```

The calculation puts the molar mass at 83.0 g/mol. For the highest occupied orbital energy, the calculation gives -10.09 eV. As for the charge: 0. The HOMO-LUMO gap comes out at 9.157 eV. Its multiplicity is 1.

Which structure wins on stability? (x) wins.